The following is a DFT calculation (ωB97M-V with the def2-TZVPD basis set) of the molecule C14H28BrO3P at a distorted geometry.

Output
total energy	-3691.3095	a.u.
multiplicity	1
total charge	0
LUMO level	0.5	eV
orbital gap	9.047	eV
HOMO	-8.5	eV
SMILES	COCCCCCCCCC[C@]1(P(O)Br)CCCO1

Last column: Mulliken charge in e.
Cartesian coordinates (Å):
1 C -4.614 0.945 0.878  -0.68
2 O -4.164 0.714 2.195  -0.42
3 C -2.781 0.387 2.254  0.00
4 C -2.036 1.367 3.132  -0.73
5 C -0.540 1.450 2.854  -0.76
6 C -0.225 2.236 1.563  -0.77
7 C 1.087 1.848 0.850  -0.76
8 C 0.919 1.762 -0.680  -0.29
9 C 2.289 1.650 -1.389  -1.11
10 C 2.520 0.528 -2.412  -0.95
11 C 2.864 -0.872 -1.888  -1.37
12 C 1.729 -1.835 -1.551  1.43
13 P 2.539 -3.562 -1.744  0.05
14 O 1.259 -4.593 -1.608  -0.49
15 Br 3.560 -3.823 0.258  -0.27
16 C 0.447 -1.815 -2.334  -1.26
17 C -0.679 -1.958 -1.262  -0.97
18 C 0.059 -1.930 0.070  0.55
19 O 1.436 -1.675 -0.157  -0.26
20 H -4.016 1.706 0.382  0.29
21 H -4.591 0.017 0.305  0.28
22 H -5.647 1.265 0.912  0.26
23 H -2.385 0.372 1.245  -0.08
24 H -2.656 -0.612 2.671  0.33
25 H -2.172 1.093 4.173  0.32
26 H -2.514 2.335 3.009  0.31
27 H -0.063 1.978 3.674  0.39
28 H -0.081 0.469 2.820  0.39
29 H -0.115 3.268 1.881  0.41
30 H -1.081 2.185 0.896  0.38
31 H 1.832 2.620 1.002  0.52
32 H 1.491 0.907 1.201  0.27
33 H 0.237 0.966 -0.957  0.00
34 H 0.452 2.702 -0.961  0.57
35 H 3.088 1.675 -0.657  0.48
36 H 2.400 2.571 -1.957  0.38
37 H 3.389 0.838 -2.984  0.45
38 H 1.691 0.534 -3.113  0.23
39 H 3.530 -1.336 -2.611  0.64
40 H 3.448 -0.759 -0.983  0.43
41 H 0.403 -4.140 -1.556  0.38
42 H 0.376 -2.703 -2.959  0.46
43 H 0.281 -1.003 -3.026  0.38
44 H -1.288 -2.833 -1.429  0.53
45 H -1.282 -1.060 -1.310  0.27
46 H -0.112 -2.812 0.680  0.36
47 H -0.278 -1.068 0.624  -0.59